Density functional theory data (ωB97M-V/def2-TZVPD) for C3H5F3Se as an isolated structure.

```
12
Properties=species:S:1:pos:R:3:forces:R:3:mulliken_charge:R:1
Se -1.409890 -0.796499 -0.540731 -0.01 0.57 1.29 0.345
F 2.026966 0.162775 -0.284930 -1.19 0.78 0.61 -0.239
F 0.627724 1.407964 -1.416652 0.77 -0.06 0.68 -0.243
F 1.216601 2.048017 0.598958 0.40 -0.94 -0.28 -0.248
C 0.904253 0.953050 -0.132645 -1.68 0.29 -1.17 0.763
C -0.402408 0.361898 0.382436 1.58 -0.22 0.48 -0.501
C -0.581954 -1.151475 -1.986398 0.31 -1.03 -3.46 -0.596
H 0.371735 -0.781917 -2.320724 0.31 0.29 0.71 0.294
H -0.477808 0.310614 1.466479 -0.28 0.15 -0.44 0.164
H -1.063692 -1.620442 -2.880279 -0.21 0.25 1.39 0.268
H -0.498562 -0.416034 3.155267 -0.65 -0.28 2.64 -0.260
H -0.712965 -0.477949 3.959220 0.65 0.19 -2.46 0.253
```
Positions in Å, forces in eV/Å.

Summary:
Energy relative to the best compared isomer or geometry (same formula, charge and spin) in kcal per mole: 87.8
2S+1: 1
E in eV: -76686.729
Maximum force in eV/Å: 3.6
HOMO level (spin up / spin down) in eV: -8.348 / -8.381
E_LUMO (spin up / spin down) in eV: -0.7 / -0.7
Kohn-Sham gap (spin up / spin down) in eV: 7.61 / 7.68

Density functional theory data (ωB97M-V/def2-TZVPD) for C3H5FIN in the gas phase.

```
11
Properties=species:S:1:pos:R:3:forces:R:3:mulliken_charge:R:1
I -1.233722 -2.054386 1.278267 0.18 -0.17 0.18 0.093
F -2.011288 -0.156755 -1.481870 1.10 -0.53 -0.26 -0.189
N -0.759990 -0.191534 0.653379 -0.97 0.94 -4.63 -0.409
C 0.393173 0.438239 1.269364 0.48 -0.56 2.17 -0.910
C 0.427849 0.099587 -1.626407 -2.31 -0.93 -0.24 -0.795
C -0.755887 -0.203054 -1.070213 1.97 1.70 5.09 0.607
H 0.477746 1.573846 1.135437 0.16 -1.87 -0.77 0.316
H 1.359245 0.173628 -1.142428 0.49 -0.21 1.38 0.266
H 0.202037 0.406523 2.369249 -0.30 -0.03 -0.53 0.332
H 1.302508 -0.241838 1.273753 -0.30 1.38 -0.82 0.392
H 0.598329 0.155745 -2.658531 -0.51 0.29 -1.56 0.297
```
Positions in Å, forces in eV/Å.

Summary:
Energy relative to the best compared isomer or geometry (same formula, charge and spin) in kcal per mole: 52.5
2S+1: 1
E in eV: -15496.921
Maximum force in eV/Å: 5.7
HOMO level in eV: -8.629
E_LUMO in eV: 0.1
Kohn-Sham gap in eV: 8.71

Density functional theory data (ωB97M-V/def2-TZVPD) for C3H5FN2 in the gas phase.

```
11
Properties=species:S:1:pos:R:3:forces:R:3:mulliken_charge:R:1
F 2.890921 -0.167251 -0.200188 0.79 -0.69 -0.40 -0.135
N -1.052005 -1.554287 -0.154350 -0.48 -2.04 0.40 -0.639
N 0.852228 0.386100 -0.313934 0.28 0.63 0.69 -0.107
C 1.854741 0.188329 0.536464 -0.80 0.90 -0.01 -0.303
C -1.398654 -0.387088 0.104794 2.70 1.19 -0.51 -0.019
C -0.421439 0.818828 0.141971 -1.13 -0.27 2.76 -0.394
H -0.224764 1.034204 1.244813 -0.51 -0.07 -1.17 0.280
H 0.864536 -0.017401 -1.217200 0.49 -0.16 -1.35 0.340
H -0.075778 -1.890336 -0.209923 -0.54 1.19 -0.24 0.263
H -0.889961 1.757720 -0.255671 0.83 -0.92 -0.24 0.316
H -2.399829 -0.168813 0.323220 -1.62 0.25 0.07 0.398
```
Positions in Å, forces in eV/Å.

Summary:
Energy relative to the best compared isomer or geometry (same formula, charge and spin) in kcal per mole: 48.4
2S+1: 1
E in eV: -8887.046
Maximum force in eV/Å: 3.0
HOMO level in eV: -9.623
E_LUMO in eV: 1.0
Kohn-Sham gap in eV: 10.62

Density functional theory data (ωB97M-V/def2-TZVPD) for a 2-piece molecular cluster, C3H5FN2S overall.

```
12
Properties=species:S:1:pos:R:3:forces:R:3:mulliken_charge:R:1
S -2.967426 -0.637771 -0.259763 -0.02 3.45 3.14 -0.134
F 1.723578 -2.076480 -0.152341 -0.60 2.27 -0.06 -0.289
N -1.346740 -0.258468 0.080867 1.43 -0.68 -1.69 -0.451
N 0.755067 1.548509 -0.379572 0.34 0.83 3.28 -0.570
C 0.979354 -0.855163 -0.209467 1.74 -1.21 0.82 0.006
C -0.377211 -1.101358 -0.077448 -2.63 -3.61 1.09 0.100
C 1.515032 0.343439 -0.081928 2.24 3.43 -0.48 -0.025
H 2.642125 0.502151 0.116182 -1.99 -0.35 -0.52 0.294
H 1.007888 2.449827 0.283059 -0.52 -3.28 -2.21 0.290
H -0.273708 1.338965 -0.224748 1.43 0.30 -0.36 0.368
H -3.292094 1.039933 0.813434 -0.05 -3.30 -2.16 0.120
H -0.365862 -2.293584 0.091728 -1.37 2.15 -0.84 0.291
```
Positions in Å, forces in eV/Å.

Summary:
Energy relative to the best compared isomer or geometry (same formula, charge and spin) in kcal per mole: 114.5
2S+1: 1
E in eV: -19719.662
Maximum force in eV/Å: 4.7
HOMO level in eV: -8.146
E_LUMO in eV: -1.3
Kohn-Sham gap in eV: 6.88

Density functional theory data (ωB97M-V/def2-TZVPD) for C3H5FN2S2 in the gas phase.

```
13
Properties=species:S:1:pos:R:3:forces:R:3:mulliken_charge:R:1
S -2.256957 -0.899058 -0.036459 0.10 -0.14 0.11 -0.204
S -1.056817 1.800976 0.018630 -0.55 -0.96 -0.04 -0.536
F 0.563165 -1.883354 -0.002891 -0.61 -0.85 0.15 -0.337
N 1.783272 1.384711 -0.016923 1.29 0.28 0.10 -0.216
N 2.783732 -0.680555 -0.082439 0.68 -1.94 0.28 -0.499
C 0.423180 -0.533198 0.067346 -0.17 0.71 -0.29 0.239
C -0.817661 0.101192 0.017673 0.35 0.28 0.15 0.353
C 1.677522 0.071710 0.007871 -1.15 0.17 -0.04 0.330
H 3.574706 -0.224962 0.289556 1.13 0.43 0.17 0.229
H 0.927674 1.924068 -0.013398 -0.58 0.37 -0.01 0.011
H -1.660503 -2.091722 0.193719 -0.12 0.26 -0.13 0.135
H 2.781198 -1.690851 0.171305 -0.55 1.44 -0.45 0.278
H 2.661537 1.835653 -0.191693 0.19 -0.06 -0.01 0.216
```
Positions in Å, forces in eV/Å.

Summary:
Energy relative to the best compared isomer or geometry (same formula, charge and spin) in kcal per mole: 0.0
2S+1: 1
E in eV: -30559.935
Maximum force in eV/Å: 2.1
HOMO level in eV: -7.961
E_LUMO in eV: 0.2
Kohn-Sham gap in eV: 8.20

Density functional theory data (ωB97M-V/def2-TZVPD) for C3H5FO in the gas phase.

```
10
Properties=species:S:1:pos:R:3:forces:R:3:mulliken_charge:R:1
F -1.317204 -0.704218 -0.750627 -1.98 -0.12 -1.83 -0.279
O 1.036280 0.769514 1.297080 0.05 -0.06 -0.29 -0.523
C -0.995731 -0.268375 0.459586 0.83 0.29 3.45 -0.196
C 0.971536 0.099603 -1.061186 5.82 1.44 3.54 -1.033
C 0.453115 0.289368 0.365453 -1.19 -0.48 -0.94 0.534
H 0.442575 -0.317199 -1.760670 -3.51 -2.66 -3.14 0.416
H 1.927686 -0.526336 -0.962484 -1.18 0.69 0.02 0.261
H -1.078870 -1.173544 1.106901 0.55 0.70 0.03 0.222
H 1.350675 0.968937 -1.575915 0.18 0.95 0.57 0.328
H -1.650989 0.506415 0.988051 0.43 -0.75 -1.41 0.269
```
Positions in Å, forces in eV/Å.

Summary:
Energy relative to the best compared isomer or geometry (same formula, charge and spin) in kcal per mole: 18.4
2S+1: 1
E in eV: -7955.709
Maximum force in eV/Å: 7.0
HOMO level in eV: -9.991
E_LUMO in eV: 0.9
Kohn-Sham gap in eV: 10.92

Density functional theory data (ωB97M-V/def2-TZVPD) for C3H5FO in the gas phase.

```
10
Properties=species:S:1:pos:R:3:forces:R:3:mulliken_charge:R:1
F 2.195004 -0.238208 -0.146780 1.34 -0.44 0.07 -0.312
O -1.090246 0.786098 -0.275676 -1.84 0.55 -1.76 -0.408
C 1.068840 0.484468 0.176106 0.80 -1.65 -1.25 -0.221
C -1.192136 -0.521319 0.216932 -2.44 -1.56 -0.13 -0.416
C -0.073622 -0.150833 -0.574340 1.28 1.01 0.89 0.106
H 1.225486 1.473891 -0.183569 -0.02 0.94 -0.23 0.212
H 0.984118 0.468036 1.248109 -0.51 0.02 0.43 0.265
H -1.162909 -0.491040 1.252344 0.46 -0.48 2.01 0.217
H 0.043857 -0.589059 -1.568541 0.11 0.59 0.10 0.339
H -1.998389 -1.222030 -0.144581 0.82 1.04 -0.11 0.218
```
Positions in Å, forces in eV/Å.

Summary:
Energy relative to the best compared isomer or geometry (same formula, charge and spin) in kcal per mole: 36.5
2S+1: 1
E in eV: -7954.926
Maximum force in eV/Å: 2.9
HOMO level in eV: -10.577
E_LUMO in eV: 1.1
Kohn-Sham gap in eV: 11.71

Density functional theory data (ωB97M-V/def2-TZVPD) for a 2-piece molecular cluster, C3H5FO2 overall.

```
11
Properties=species:S:1:pos:R:3:forces:R:3:mulliken_charge:R:1
F -0.956599 -1.379946 -1.369661 1.30 0.96 1.59 -0.742
O 0.660617 0.670971 -0.413657 -0.28 -0.69 -0.19 -0.261
O -0.345264 -0.610523 1.279109 -1.10 0.31 0.19 -0.286
C 0.820593 -1.500192 1.030705 -1.28 2.44 -2.43 -0.498
C -0.498485 1.468141 -0.680931 1.29 5.08 1.26 -0.689
C 0.369388 -0.370023 0.246417 -0.71 -1.57 -1.08 0.938
H -1.394162 0.953924 -0.720594 -1.58 -1.44 0.65 0.381
H -0.432843 2.456777 0.013879 -0.52 -2.69 -1.04 0.257
H -0.419865 1.936340 -1.637810 0.68 -0.23 -0.89 0.284
H 0.624904 -2.422873 0.625959 -0.51 -2.15 -0.46 0.311
H 1.571715 -1.202596 1.626584 2.72 -0.02 2.41 0.305
```
Positions in Å, forces in eV/Å.

Summary:
Energy relative to the best compared isomer or geometry (same formula, charge and spin) in kcal per mole: 112.8
2S+1: 1
E in eV: -9999.573
Maximum force in eV/Å: 5.4
HOMO level in eV: -9.528
E_LUMO in eV: 0.3
Kohn-Sham gap in eV: 9.83

Density functional theory data (ωB97M-V/def2-TZVPD) for C3H5FOS in the gas phase.

```
11
Properties=species:S:1:pos:R:3:forces:R:3:mulliken_charge:R:1
S 0.858650 -1.397155 -0.327486 -0.09 -1.39 -0.20 -0.294
F -0.892831 0.067709 1.567610 0.21 -0.17 -0.15 -0.272
O -1.340956 0.590277 -1.253073 0.41 -0.49 -0.03 -0.492
C 0.925825 0.322509 -0.129919 0.06 1.58 0.77 -0.289
C -0.045873 0.912178 0.910615 -0.11 0.49 -1.07 0.072
C -0.275586 1.165990 -0.579894 0.10 -0.01 0.93 -0.182
H -1.107188 -0.343850 -1.443124 -0.20 0.51 0.22 0.305
H 0.435225 -1.708257 0.915192 0.00 0.04 -0.25 0.151
H 0.219784 1.749198 1.552690 0.24 -0.22 -0.19 0.337
H 1.952351 0.714900 -0.211532 -0.74 0.07 0.13 0.329
H -0.101637 2.206829 -0.862157 0.12 -0.40 -0.17 0.333
```
Positions in Å, forces in eV/Å.

Summary:
Energy relative to the best compared isomer or geometry (same formula, charge and spin) in kcal per mole: 28.9
2S+1: 1
E in eV: -18790.650
Maximum force in eV/Å: 1.8
HOMO level in eV: -9.331
E_LUMO in eV: 0.7
Kohn-Sham gap in eV: 10.05

Density functional theory data (ωB97M-V/def2-TZVPD) for C3H5FS in the gas phase.

```
10
Properties=species:S:1:pos:R:3:forces:R:3:mulliken_charge:R:1
S 2.664047 0.322769 -0.152628 1.98 1.33 -0.51 -0.247
F 0.188417 1.752920 -0.228997 -1.27 -0.07 1.01 -0.317
C -1.116302 -0.236639 -0.337899 2.32 -2.24 -0.82 -1.138
C 1.208402 -0.115058 0.136752 1.04 -7.74 0.87 -0.561
C -0.029406 0.470043 0.467794 -0.12 2.61 -3.50 0.739
H 1.074260 -1.422315 0.135142 0.10 3.43 0.15 0.196
H -0.082071 0.710724 1.499694 -0.79 -0.02 0.99 0.351
H -1.538809 -1.004370 0.269937 -0.72 -0.41 0.61 0.371
H -0.553678 -1.022216 -1.236934 -1.93 3.20 2.20 0.268
H -1.814860 0.544140 -0.552863 -0.63 -0.09 -1.01 0.337
```
Positions in Å, forces in eV/Å.

Summary:
Energy relative to the best compared isomer or geometry (same formula, charge and spin) in kcal per mole: 56.8
2S+1: 1
E in eV: -16741.711
Maximum force in eV/Å: 7.9
HOMO level in eV: -8.692
E_LUMO in eV: -0.2
Kohn-Sham gap in eV: 8.50